[1]
The following is a quantum chemistry calculation of C30H37O4PRuS4 as an isolated structure in a non-equilibrium geometry, from the OMol25 dataset.

Structure (XYZ):
```
77
Properties=species:S:1:pos:R:3:forces:R:3:lowdin_charge:R:1
Ru -0.1678 0.6132 -0.8189 -0.46 -0.57 0.76 0.838
O -0.4737 -1.4848 -1.2300 0.08 -0.07 -0.16 -0.691
S -0.8208 -2.9240 -1.5709 -0.02 -0.03 0.14 1.067
C 0.5939 -3.7045 -2.3990 -0.02 0.01 -0.03 -0.296
C 1.9131 -3.9750 -1.6731 0.05 0.03 0.00 -0.193
C 2.9405 -2.8406 -1.7645 -0.02 -0.04 -0.05 -0.197
C 2.5531 -1.6824 -0.8545 0.03 0.04 0.01 -0.299
S 2.9482 0.0030 -1.3950 0.10 -0.13 -0.07 1.110
O 1.8454 0.8397 -0.7289 0.13 0.14 0.07 -0.682
C 2.6374 -0.0299 -3.1407 -0.01 -0.06 0.06 -0.404
C 1.3652 -0.0336 -3.7040 0.13 0.05 0.05 -0.088
C 1.2323 -0.0655 -5.0798 -0.01 0.00 -0.04 -0.047
C 2.3665 -0.1077 -5.8866 -0.02 0.00 -0.01 -0.037
C 3.6304 -0.0959 -5.3207 0.03 0.00 0.01 -0.036
C 3.7723 -0.0452 -3.9393 0.01 0.00 -0.03 -0.071
C -0.7945 -3.8008 -0.0241 0.00 0.03 -0.05 -0.406
C -1.2575 -5.1095 -0.0206 -0.01 -0.03 0.01 -0.074
C -1.2268 -5.8235 1.1666 0.00 -0.02 0.01 -0.044
C -0.7561 -5.2228 2.3278 0.00 -0.02 0.01 -0.046
C -0.3189 -3.9060 2.3109 0.00 0.01 -0.01 -0.050
C -0.3351 -3.1812 1.1270 -0.02 -0.02 0.02 -0.075
H 0.7285 -3.1147 -3.3113 0.00 0.00 0.02 0.097
H 0.1337 -4.6478 -2.7098 0.01 0.00 0.00 0.100
H 2.3418 -4.8590 -2.1473 0.02 -0.01 0.01 0.129
H 1.7269 -4.2524 -0.6320 0.01 0.01 -0.02 0.118
H 3.0076 -2.5163 -2.8054 0.00 -0.01 0.01 0.105
H 3.9245 -3.2198 -1.4914 0.00 -0.01 -0.01 0.127
H 3.0151 -1.7562 0.1315 0.01 0.00 -0.02 0.111
H 1.4766 -1.6445 -0.7190 -0.03 0.04 0.03 0.033
H 0.4701 -0.0019 -3.0943 -0.10 -0.09 0.03 0.060
H 0.2477 -0.0552 -5.5283 0.01 0.00 0.00 0.118
H 2.2591 -0.1355 -6.9626 -0.01 0.00 0.01 0.122
H 4.5098 -0.1091 -5.9501 -0.01 0.00 0.01 0.124
H 4.7580 -0.0111 -3.4903 -0.01 0.00 -0.01 0.122
H -1.6445 -5.5680 -0.9236 0.00 0.01 0.01 0.120
H -1.5808 -6.8452 1.1879 0.00 0.01 0.00 0.121
H -0.7401 -5.7831 3.2528 0.00 0.00 -0.01 0.119
H 0.0342 -3.4394 3.2209 0.00 -0.01 0.00 0.115
H -0.0113 -2.1497 1.1046 0.02 0.03 -0.02 0.090
C -3.6433 6.1862 -1.7018 -0.01 0.00 0.00 -0.031
C -2.1520 6.0001 -1.5776 -0.03 0.00 0.00 -0.369
C -1.4610 5.5677 -2.8463 -0.02 -0.04 -0.08 -0.052
O -1.8711 5.0387 -0.4649 -0.13 0.13 0.26 -0.272
P -1.8783 3.5039 -0.4051 1.05 -0.37 -0.77 0.061
S -1.9485 2.9109 1.5124 0.00 -0.10 0.34 0.728
S -0.0795 2.8030 -1.1539 -0.30 0.82 0.08 0.485
O -3.0888 3.0493 -1.2919 -0.08 0.43 0.14 -0.257
C -3.4754 1.7504 -1.7933 -0.17 0.01 -0.10 -0.415
C -2.9101 1.5355 -3.1788 -0.11 -0.04 -0.06 -0.032
C -3.1809 0.6655 -0.8031 0.03 -0.40 0.16 -0.040
H -3.8345 7.0211 -2.3770 0.00 -0.01 0.01 0.101
H -4.0874 6.4233 -0.7365 0.00 0.01 0.00 0.096
H -4.1229 5.2977 -2.1099 0.00 -0.01 -0.01 0.080
H -1.6885 6.9026 -1.1876 0.01 0.01 0.04 0.151
H -1.8918 4.6445 -3.2438 0.03 0.06 0.03 0.073
H -0.3898 5.4380 -2.6947 -0.02 -0.01 0.00 0.077
H -1.6018 6.3495 -3.5939 0.00 -0.02 0.01 0.103
H -4.5607 1.8339 -1.8551 -0.03 -0.05 -0.07 0.161
H -1.8220 1.5421 -3.1748 0.10 0.00 0.02 0.039
H -3.2562 2.3162 -3.8548 0.02 0.00 0.00 0.096
H -3.2590 0.5753 -3.5636 0.00 0.03 0.00 0.099
H -2.1071 0.4834 -0.5855 0.01 -0.01 -0.12 -0.005
H -3.5749 -0.2845 -1.1632 0.02 0.01 0.05 0.113
H -3.5878 0.8946 0.1795 -0.09 -0.06 0.00 0.090
C -0.3841 0.8588 0.9796 0.22 -0.48 -1.22 -0.244
C -0.6349 1.0932 2.1905 -0.60 1.36 0.26 -0.194
C -0.7060 1.2989 3.5859 0.20 -0.55 0.10 -0.321
C -1.9000 1.0328 4.2720 0.02 -0.10 0.06 -0.032
C -1.9700 1.2706 5.6283 0.10 0.08 0.07 -0.042
C -0.8543 1.7694 6.2993 0.02 -0.01 -0.07 -0.024
C 0.3340 2.0337 5.6194 -0.09 -0.02 0.11 -0.041
C 0.4141 1.8031 4.2625 0.00 0.04 0.03 -0.002
H -2.7538 0.6462 3.7319 -0.01 -0.01 -0.01 0.122
H -2.8857 1.0718 6.1666 0.00 0.01 0.02 0.119
H -0.9119 1.9565 7.3637 0.00 0.00 -0.01 0.121
H 1.1901 2.4234 6.1522 -0.01 0.00 0.02 0.119
H 1.3229 2.0107 3.7136 -0.02 0.00 -0.01 0.129
```
Positions in Å, forces in eV/Å.

Lowest unoccupied orbital energy (alpha / beta) in eV: -7.406 / -7.426
Total charge: +2
E_tot in eV: -95096.12475


[2]
The following is a quantum chemistry calculation of a 5-piece molecular cluster, C32H71BrN5O5 overall in a non-equilibrium geometry, from the OMol25 dataset.

Structure (XYZ):
```
114
Properties=species:S:1:pos:R:3:forces:R:3:lowdin_charge:R:1
C 8.7672 -0.8546 1.9589 0.09 -0.49 0.12 -0.121
C 7.5324 -0.4391 1.0734 0.51 0.45 -0.30 -0.254
C 7.3623 1.1306 0.8982 0.23 -0.33 0.73 -0.204
C 5.8549 1.6047 0.9630 0.52 0.60 -0.14 -0.168
C 5.1157 1.5001 -0.4339 1.37 0.37 0.25 -0.200
N 3.7462 0.8763 -0.3511 0.12 -0.32 0.59 -0.420
Br 3.2148 0.3134 -2.0689 -0.28 -0.06 -0.19 1.044
C 2.7245 1.7518 0.3551 -0.50 1.97 0.39 -0.199
O 1.4213 1.5742 -0.1403 0.64 -0.48 1.33 -0.109
C 0.4792 1.3172 0.8802 -2.96 -1.11 2.94 -0.181
C 0.3726 2.1909 2.0707 -0.25 -1.24 -0.89 0.020
C -0.5590 1.9315 3.1629 0.28 -0.97 -2.09 -0.229
C -0.5744 2.8823 4.4012 0.53 -1.10 -0.06 -0.061
C -1.4173 0.7449 3.0188 0.74 0.33 -0.96 -0.023
C -1.3831 -0.1392 1.8598 1.95 2.51 -0.04 -0.001
C -0.4242 0.1591 0.7733 0.81 0.38 0.54 -0.099
C -0.3514 -0.7504 -0.5122 -1.13 -0.12 0.50 -0.347
C -0.4718 -2.2949 -0.1991 0.26 -0.05 -1.06 -0.074
C -1.6053 -0.3099 -1.4064 0.79 0.44 1.19 -0.056
H 8.5910 -1.8860 2.3820 0.22 1.02 -0.53 0.079
H 8.9420 -0.1871 2.8432 -0.32 -0.41 -0.84 0.075
H 9.7247 -0.9042 1.3726 -0.96 0.18 0.49 0.080
H 6.6106 -0.8629 1.5589 0.74 0.30 -0.68 0.100
H 7.7041 -0.8550 0.0388 -0.57 -0.01 1.15 0.109
H 7.8869 1.4866 -0.0325 -0.69 -0.26 0.83 0.124
H 7.9125 1.6045 1.7620 -0.70 -0.27 -0.87 0.114
H 5.8611 2.6915 1.2442 -0.17 -0.99 -0.12 0.120
H 5.3483 1.0515 1.7981 0.25 0.35 -0.82 0.117
H 5.7159 0.8489 -1.1304 -0.70 0.76 0.67 0.122
H 4.9947 2.5358 -0.8562 0.04 -1.22 0.10 0.128
H 3.8418 0.0225 0.2243 -0.10 0.18 -0.50 0.152
H 2.8450 1.5483 1.4512 -0.32 -0.05 -0.95 0.158
H 2.9961 2.8355 0.1819 0.18 -1.25 -0.08 0.165
H 1.0827 3.0627 2.0789 -0.96 -0.78 0.29 0.117
H -1.5973 3.2080 4.7095 0.84 -0.14 -0.52 0.085
H -0.1637 2.2801 5.2652 -0.37 0.76 -0.76 0.090
H 0.1202 3.7499 4.2227 -0.92 -0.80 0.22 0.081
H -2.1318 0.5279 3.8442 0.60 0.14 -0.75 0.111
H -2.0516 -1.0266 1.7668 0.66 0.99 0.22 0.103
H 0.6161 -0.5941 -1.0506 -0.90 0.12 0.44 0.074
H 0.5475 -2.7633 -0.0800 -1.08 0.44 0.29 0.077
H -0.9125 -2.7740 -1.1232 0.42 0.38 0.96 0.085
H -1.1554 -2.5501 0.6456 0.74 0.27 -0.61 0.070
H -1.6183 0.8177 -1.3661 -0.17 -1.11 -0.54 0.090
H -2.5138 -0.6576 -0.8432 0.63 0.24 -0.88 0.076
H -1.5516 -0.7111 -2.4487 -0.16 0.36 0.92 0.085
C -7.7633 0.8343 0.6798 -0.14 0.19 0.14 -0.066
C -6.7752 -0.1936 1.2226 -0.08 -0.02 -0.45 -0.431
C -5.3249 0.0358 0.7573 0.05 -0.16 0.20 -0.207
O -5.0668 -0.3493 -0.5859 0.06 0.27 0.24 -0.210
C -5.4775 0.5971 -1.5588 0.01 -0.28 -0.21 -0.101
N -7.2484 -1.5382 0.8726 0.36 0.00 0.12 0.045
H -8.0320 0.6484 -0.3606 0.08 -0.05 0.04 0.067
H -8.6914 0.8057 1.2544 0.07 -0.06 -0.04 0.078
H -7.3585 1.8470 0.7539 -0.01 -0.03 -0.02 0.080
H -6.7831 -0.1032 2.3149 0.13 -0.04 -0.01 0.122
H -4.6728 -0.5936 1.3713 -0.01 -0.07 -0.07 0.110
H -5.0064 1.0721 0.9288 -0.09 0.08 -0.09 0.121
H -5.3528 1.6259 -1.2097 -0.07 -0.02 0.06 0.093
H -6.5140 0.4163 -1.8490 -0.03 0.22 -0.01 0.077
H -4.8602 0.4548 -2.4475 0.06 -0.03 0.09 0.086
H -6.6471 -2.2244 1.3245 -0.18 -0.04 0.09 0.073
H -7.0667 -1.6755 -0.1205 -0.18 0.03 0.05 0.073
C 3.5706 -5.5349 -3.2122 0.01 -0.21 0.14 -0.067
C 2.7429 -4.2666 -3.0299 0.24 -0.13 -0.29 -0.427
C 1.9711 -3.8408 -4.2925 -0.10 0.18 0.12 -0.204
O 2.7714 -3.2341 -5.2963 -0.19 -0.20 0.13 -0.196
C 3.4965 -4.1455 -6.1076 0.19 0.26 -0.09 -0.099
N 3.6202 -3.1910 -2.5488 -0.15 0.25 -0.03 0.030
H 4.4971 -5.3557 -3.7590 -0.08 0.07 -0.02 0.066
H 3.8531 -5.9444 -2.2401 -0.02 0.08 -0.05 0.079
H 3.0024 -6.3023 -3.7427 0.03 0.04 0.01 0.083
H 2.0009 -4.4755 -2.2521 -0.04 0.11 -0.06 0.132
H 1.2436 -3.0770 -3.9993 0.05 0.06 -0.04 0.116
H 1.3937 -4.6740 -4.7104 0.12 -0.09 0.00 0.124
H 2.9408 -5.0702 -6.2837 0.01 -0.01 0.09 0.095
H 4.4670 -4.3643 -5.6577 -0.02 -0.21 -0.06 0.075
H 3.6826 -3.6650 -7.0689 -0.10 0.04 0.05 0.090
H 3.0499 -2.3790 -2.3286 -0.05 -0.16 0.08 -0.027
H 4.1835 -2.8825 -3.3408 0.05 -0.13 0.08 0.068
C -7.1170 -2.6474 6.5299 0.26 -0.04 0.12 -0.074
C -7.4265 -1.7218 5.3570 -0.38 -0.22 0.18 -0.437
C -8.3067 -0.5152 5.7356 0.04 0.09 -0.22 -0.209
O -9.6792 -0.8213 5.9225 0.30 0.13 0.16 -0.187
C -9.9939 -1.3835 7.1852 -0.27 -0.10 -0.18 -0.104
N -8.0279 -2.5104 4.2755 0.02 0.34 -0.09 0.047
H -7.9558 -3.2960 6.7841 -0.02 0.09 -0.06 0.065
H -6.2772 -3.3009 6.2838 -0.08 0.03 -0.04 0.075
H -6.8428 -2.0762 7.4207 -0.03 -0.03 -0.01 0.078
H -6.4698 -1.3250 4.9981 -0.07 0.10 -0.04 0.126
H -8.2777 0.1951 4.9035 -0.10 -0.04 -0.02 0.115
H -7.9075 0.0151 6.6098 0.00 -0.11 0.11 0.119
H -9.3737 -0.9697 7.9853 0.07 -0.04 -0.04 0.091
H -9.8963 -2.4705 7.1512 0.08 0.00 0.20 0.075
H -11.0381 -1.1558 7.4034 0.05 0.07 -0.07 0.089
H -8.1365 -1.9141 3.4565 0.05 -0.15 -0.08 0.048
H -8.9865 -2.7197 4.5496 0.11 -0.10 0.00 0.074
C 4.6968 2.8284 -4.1264 -0.08 -0.13 0.04 -0.097
C 4.7735 4.2665 -3.6224 0.21 -0.04 -0.45 -0.434
C 4.0156 5.2747 -4.5071 -0.01 0.23 0.12 -0.205
O 4.6758 5.6075 -5.7157 -0.27 -0.20 0.21 -0.182
C 4.5242 4.6559 -6.7566 0.27 0.16 -0.13 -0.099
N 6.1839 4.6377 -3.4650 -0.15 0.15 0.12 0.042
H 5.3640 2.6415 -4.9681 -0.03 0.11 0.02 0.073
H 4.9885 2.1358 -3.3353 0.11 0.09 -0.08 0.007
H 3.6787 2.5732 -4.4329 0.03 0.01 -0.02 0.073
H 4.3029 4.2876 -2.6313 -0.05 0.16 -0.02 0.121
H 3.9342 6.2131 -3.9513 0.08 0.01 -0.05 0.124
H 2.9888 4.9428 -4.7066 0.03 -0.14 -0.05 0.122
H 3.5374 4.1845 -6.7416 0.02 -0.03 0.07 0.092
H 5.3092 3.8990 -6.6958 -0.13 -0.15 -0.07 0.075
H 4.6450 5.1760 -7.7072 -0.04 0.06 0.09 0.092
H 6.2348 5.5563 -3.0305 0.04 -0.09 0.06 0.076
H 6.5638 4.7917 -4.3979 0.02 -0.12 0.08 0.076
```
Positions in Å, forces in eV/Å.

Lowest unoccupied orbital energy in eV: -4.311
Total charge: +1
E_tot in eV: -122054.28074


[3]
The following is a quantum chemistry calculation of C27H23F5IrN4O3PSTe as an isolated structure, from the OMol25 dataset.

Structure (XYZ):
```
66
Properties=species:S:1:pos:R:3:forces:R:3:nbo_charge:R:1
Ir -0.4718 -0.7634 -0.1501 -0.01 0.05 -0.01 1.122
C 3.7325 -0.5862 0.2933 0.00 0.00 -0.01 -0.675
C 2.3316 -0.8007 -0.1559 0.02 0.00 0.03 0.285
N 1.3066 -0.4704 0.5531 -0.02 -0.02 -0.01 -0.123
N 1.4050 -0.0994 1.8744 -0.01 0.02 -0.01 -0.434
C 0.5808 -0.8522 2.5651 0.01 -0.01 0.02 0.315
N 0.5969 -0.7731 3.9103 0.01 -0.02 -0.01 -0.777
S -0.4690 -2.0332 1.8023 0.02 -0.03 -0.01 -0.100
C 1.9812 -1.5974 -1.3289 -0.05 0.00 0.00 0.140
C 2.8803 -2.1396 -2.2201 0.01 0.00 -0.02 -0.187
C 2.4185 -3.0534 -3.1581 0.04 0.07 -0.04 -0.122
C 1.0836 -3.3975 -3.1651 -0.10 0.08 -0.04 -0.194
C 0.2276 -2.8019 -2.2519 0.00 0.04 -0.12 0.105
N 0.6668 -1.9252 -1.3575 0.01 0.06 0.00 -0.387
H 3.7516 0.0321 1.1847 0.00 0.00 0.00 0.264
H 4.3012 -0.1032 -0.5026 0.00 0.00 0.00 0.241
H 4.2063 -1.5453 0.5098 0.00 0.00 0.01 0.245
H 1.0927 0.0174 4.2919 0.00 0.00 0.00 0.403
H -0.2624 -1.0119 4.3758 -0.01 0.01 0.00 0.409
H 3.9204 -1.8497 -2.1830 0.00 0.00 0.00 0.231
H 3.0966 -3.4750 -3.8867 0.00 0.00 0.00 0.234
H 0.6733 -4.0759 -3.8975 0.01 -0.01 0.00 0.249
H -0.8305 -3.0124 -2.2522 -0.05 0.03 -0.03 0.234
O -1.3549 1.2656 2.7171 0.00 -0.01 0.01 -0.606
C -1.5660 1.4529 1.5411 -0.02 0.04 0.03 0.795
O -1.8012 0.5248 0.6467 0.03 -0.05 -0.04 -0.791
C -1.5938 2.8409 0.9595 0.01 0.02 0.00 -0.153
C -1.6265 3.9035 1.8497 0.01 0.00 0.01 -0.162
C -1.6447 5.2117 1.3930 0.00 0.00 0.00 -0.187
C -1.6131 5.4602 0.0317 0.01 0.00 0.00 -0.201
C -1.5642 4.4036 -0.8670 -0.01 0.01 0.01 -0.198
C -1.5590 3.0797 -0.4233 0.00 0.02 -0.01 -0.321
P -1.5839 1.7846 -1.7042 0.04 -0.01 0.01 1.954
C -1.2861 2.6605 -3.2453 0.00 -0.10 0.09 -0.474
C -2.3217 2.9512 -4.1274 -0.01 0.00 0.02 -0.187
C -2.0442 3.5964 -5.3244 0.00 -0.01 0.00 -0.207
C -0.7406 3.9482 -5.6358 -0.01 0.01 0.00 -0.163
C 0.2940 3.6601 -4.7548 0.01 0.00 0.02 -0.205
C 0.0259 3.0167 -3.5604 0.00 -0.03 -0.01 -0.125
C -3.2368 1.0998 -1.7869 -0.02 0.02 -0.01 -0.449
C -3.4004 -0.1174 -2.4450 0.02 -0.02 0.00 -0.158
C -4.6678 -0.6702 -2.5598 -0.01 0.01 0.01 -0.203
C -5.7638 -0.0114 -2.0220 0.00 -0.01 0.00 -0.191
C -5.5988 1.2029 -1.3681 0.00 0.00 0.00 -0.207
C -4.3362 1.7623 -1.2495 0.00 -0.01 0.00 -0.180
H -1.6365 3.6749 2.9067 0.00 0.00 0.00 0.243
H -1.6797 6.0322 2.0977 0.00 0.00 0.00 0.221
H -1.6226 6.4759 -0.3410 0.00 0.00 0.00 0.222
H -1.5323 4.6201 -1.9252 -0.01 0.01 0.02 0.235
H -3.3358 2.6482 -3.8991 0.00 0.02 0.00 0.228
H -2.8440 3.7963 -6.0246 0.00 0.00 0.00 0.225
H -0.5226 4.4223 -6.5833 0.00 0.00 0.00 0.223
H 1.3139 3.9044 -5.0184 0.00 -0.01 0.00 0.225
H 0.8342 2.7509 -2.8905 0.00 0.00 0.00 0.222
H -2.5566 -0.6355 -2.8891 0.02 0.01 -0.02 0.251
H -4.7911 -1.6094 -3.0826 0.00 0.00 0.00 0.227
H -6.7519 -0.4432 -2.1139 0.00 0.00 0.00 0.219
H -6.4548 1.7133 -0.9467 0.00 0.00 0.00 0.219
H -4.2071 2.7047 -0.7313 0.00 0.00 0.00 0.223
F 1.0603 -0.3602 -4.2210 0.06 -0.09 0.10 -0.735
Te -0.6012 -0.1220 -5.2865 0.03 -0.04 0.01 2.559
F 0.2081 -1.4467 -6.3271 -0.01 -0.01 -0.01 -0.639
F -1.3898 -1.7547 -4.3941 0.04 -0.02 0.14 -0.745
F 0.3857 1.0931 -6.4349 0.04 -0.03 -0.07 -0.700
F -1.9998 -0.2200 -6.6350 0.00 -0.04 -0.04 -0.701
O -0.5108 0.6833 -1.6488 -0.09 0.05 0.01 -1.087
```
Positions in Å, forces in eV/Å.

Lowest unoccupied orbital energy in eV: -1.042
Energy relative to the best compared isomer or geometry (same formula, charge and spin) in kJ/mol: 2.28
E_tot in eV: -84323.29869


[4]
The following is a quantum chemistry calculation of a 2-piece molecular cluster, C2H6OS overall in a non-equilibrium geometry, from the OMol25 dataset.

Structure (XYZ):
```
10
Properties=species:S:1:pos:R:3:forces:R:3:nbo_charge:R:1
C 0.4274 0.3733 1.5374 0.34 -1.51 -2.68 -0.793
C -0.0066 -0.0446 -1.9800 1.69 -0.31 0.78 -0.555
O -1.8859 -0.8507 0.9513 -0.23 -0.08 0.00 -0.839
S -0.4464 -1.0669 0.6646 0.64 1.09 0.21 0.961
H -0.3266 0.8852 2.0670 -0.73 1.05 0.15 0.243
H 1.0729 0.8434 0.7728 -0.95 0.56 0.36 0.225
H 1.1360 -0.0251 2.1885 0.97 -0.99 1.48 0.218
H 0.2312 -0.9644 -2.5028 0.38 0.13 0.18 0.176
H 0.8169 0.6246 -1.6051 -1.28 -0.76 -0.65 0.182
H -1.0189 0.2251 -2.0939 -0.83 0.81 0.18 0.181
```
Positions in Å, forces in eV/Å.

Lowest unoccupied orbital energy (alpha / beta) in eV: 0.122 / -0.468
Energy relative to the best compared isomer or geometry (same formula, charge and spin) in kJ/mol: 285.97
E_tot in eV: -15050.46782